#P
ORCA calculation (the ωB97M-V functional and the def2-TZVPD basis) on an isolated molecule of C15H17FN2O2.

Geometry (Å):
C: 5.28 3.85 -0.79
C: 3.96 3.17 -1.10
O: 4.22 1.83 -1.46
C: 3.06 1.10 -1.78
C: 3.47 -0.32 -2.15
C: 2.27 -1.16 -2.59
N: 1.30 -1.32 -1.54
C: 0.13 -0.65 -1.52
O: -0.25 0.07 -2.42
C: -0.70 -0.88 -0.29
C: -0.25 -1.83 0.64
N: 0.14 -2.65 1.35
C: -1.87 -0.21 -0.17
C: -2.80 -0.27 0.94
C: -4.17 -0.30 0.69
C: -5.09 -0.38 1.72
C: -4.65 -0.42 3.03
C: -3.30 -0.35 3.32
C: -2.39 -0.28 2.28
F: -1.09 -0.14 2.58
H: 5.11 4.89 -0.51
H: 5.93 3.82 -1.66
H: 5.78 3.34 0.03
H: 3.30 3.20 -0.22
H: 3.45 3.68 -1.93
H: 2.37 1.10 -0.92
H: 2.53 1.58 -2.63
H: 4.20 -0.28 -2.95
H: 3.95 -0.78 -1.28
H: 2.61 -2.15 -2.92
H: 1.75 -0.67 -3.42
H: 1.58 -1.85 -0.73
H: -2.14 0.42 -1.02
H: -4.51 -0.27 -0.34
H: -6.14 -0.42 1.50
H: -5.36 -0.49 3.84
H: -2.93 -0.35 4.33

The SMILES is CCOCCCNC(=O)/C(C#N)=C/c1ccccc1F. Its orbital gap is 8.894 eV. As for the highest occupied orbital energy: -0.3458 Eh.


#Q
ORCA calculation (the ωB97M-V functional and the def2-TZVPD basis) on a structure of composition C15H17FN2O2.

Geometry (Å):
C: -2.47 -2.60 1.45
H: -3.38 -2.34 1.65
C: -1.80 -1.49 0.35
N: -0.50 -1.90 0.10
C: 0.43 -1.09 0.06
O: 0.12 0.14 0.62
N: 1.57 -1.51 0.02
C: 2.85 -0.68 -0.28
C: 3.96 -1.39 -0.62
C: 5.28 -0.83 -0.57
C: 5.31 0.75 -0.21
C: 4.11 1.34 0.02
C: 3.00 0.46 0.06
H: 2.13 1.30 0.49
F: 4.31 2.53 0.31
H: 6.25 1.03 -0.13
H: 6.16 -1.51 -0.79
H: 3.90 -2.51 -0.70
H: 1.83 -2.25 -0.47
H: -0.37 -2.73 -0.13
H: -2.02 -0.58 0.73
C: -2.85 -1.47 -0.79
H: -2.83 -2.46 -1.28
H: -2.22 -0.92 -1.49
C: -4.13 -0.77 -1.06
C: -3.97 0.50 -0.36
C: -4.36 0.88 0.83
C: -4.01 2.60 0.67
C: -3.63 2.54 -0.44
O: -3.51 1.36 -1.13
H: -3.16 3.54 -1.13
H: -4.20 3.18 1.32
H: -4.76 0.62 1.71
H: -4.63 -1.10 -1.82
H: -4.77 -1.57 -0.11
H: -1.87 -2.41 2.30
H: -2.50 -3.59 0.76

Its orbital gap is 9.332 eV. As for the highest occupied orbital energy: -0.3214 Eh.


Last place for stability: #Q